Entry 1:
16
Properties=species:S:1:pos:R:3 method="wB97M-V/def2-TZVPD" smiles="C=N/N=C(/C)C(C)=O" relative_energy_kj_mol=327.6 multiplicity=1
C 1.086 0.695 2.790
N 0.723 0.668 1.502
N 0.328 -0.657 1.068
C 0.079 -0.724 -0.220
C -0.393 -1.979 -0.916
C 0.272 0.345 -1.171
C -0.745 1.423 -1.166
O 1.033 0.247 -2.080
H 0.996 -0.164 3.577
H 1.367 1.672 3.354
H -0.616 -2.766 -0.183
H 0.249 -2.317 -1.866
H -1.425 -1.605 -1.329
H -0.548 2.161 -0.326
H -0.722 2.055 -2.137
H -1.685 0.945 -0.896

Entry 2:
9
Properties=species:S:1:pos:R:3 method="wB97M-V/def2-TZVPD" smiles="C1N=NCS1" relative_energy_kj_mol=218.9 multiplicity=1
C 0.218 1.359 -0.006
N 1.222 0.324 -0.013
N 0.977 -0.848 -0.023
C -0.428 -1.181 -0.058
S -1.577 0.331 0.074
H 0.388 1.900 0.900
H 0.151 1.687 -1.003
H -0.509 -2.026 -0.846
H -0.442 -1.546 0.975

Entry 3:
6
Properties=species:S:1:pos:R:3 method="wB97M-V/def2-TZVPD" smiles=O.O relative_energy_kj_mol=9.9 multiplicity=1
O -1.808 -0.070 0.130
H -1.700 0.531 0.868
H -0.937 -0.139 -0.302
O 1.413 0.209 -0.027
H 1.563 0.159 -0.966
H 1.469 -0.689 0.297

Entry 4:
83
Properties=species:S:1:pos:R:3 method="wB97M-V/def2-TZVPD" relative_energy_kj_mol=35.6 total_charge=+3 multiplicity=1
Al 0.306 -1.027 1.317
C 1.869 -1.419 5.354
O 0.556 -0.802 5.367
C -0.091 -0.612 4.258
O 0.410 -0.892 3.129
N -1.298 -0.096 4.426
N -2.111 0.177 3.322
H 2.138 -1.514 6.401
H 2.571 -0.773 4.832
H 1.801 -2.401 4.890
H -1.606 0.073 5.380
H -2.238 1.184 3.242
H -3.020 -0.258 3.462
Se -1.068 -3.561 2.833
N -1.155 -2.418 1.417
C -2.185 -2.794 0.661
C -2.600 -2.232 -0.587
C -3.672 -2.773 -1.216
C -4.418 -3.883 -0.685
C -4.064 -4.454 0.482
C -2.925 -3.929 1.184
N -2.484 -4.443 2.310
H -2.064 -1.403 -1.020
H -3.988 -2.360 -2.166
H -5.264 -4.259 -1.243
H -4.593 -5.295 0.905
C 2.107 4.290 -0.119
C 2.308 4.230 -1.628
C 1.047 3.893 -2.426
C 0.752 2.407 -2.613
N 0.284 1.725 -1.385
C -0.900 1.253 -1.033
S -1.152 0.644 0.612
N -1.997 1.195 -1.769
C -2.337 1.721 -3.111
C -2.537 3.229 -3.170
C -3.780 3.752 -2.453
C -3.677 3.796 -0.932
H 3.042 4.516 0.392
H 1.718 3.364 0.313
H 1.399 5.077 0.143
H 3.105 3.525 -1.889
H 2.668 5.205 -1.957
H 1.137 4.307 -3.432
H 0.183 4.383 -1.970
H 1.658 1.882 -2.926
H 0.022 2.260 -3.396
H 0.939 1.749 -0.616
H -2.782 0.827 -1.249
H -3.268 1.214 -3.369
H -1.596 1.370 -3.826
H -2.594 3.484 -4.230
H -1.650 3.737 -2.783
H -4.651 3.165 -2.757
H -3.967 4.763 -2.816
H -3.601 2.805 -0.477
H -4.558 4.270 -0.502
H -2.807 4.376 -0.616
Se 2.891 -3.002 1.962
N 1.533 -2.537 0.842
C 1.447 -3.477 -0.101
C 0.558 -3.481 -1.212
C 0.621 -4.523 -2.079
C 1.545 -5.613 -1.922
C 2.423 -5.639 -0.898
C 2.400 -4.557 0.044
N 3.220 -4.468 1.070
H -0.137 -2.669 -1.373
H -0.041 -4.537 -2.935
H 1.537 -6.410 -2.652
H 3.143 -6.434 -0.767
C 5.203 1.066 -0.110
N 3.945 0.890 0.627
C 3.598 1.525 1.791
C 2.370 1.062 2.134
N 1.964 0.132 1.197
C 2.947 0.066 0.299
H 5.742 1.898 0.332
H 4.989 1.292 -1.151
H 5.806 0.165 -0.033
H 4.242 2.246 2.261
H 1.753 1.346 2.966
H 2.981 -0.590 -0.555